(1)
Computed, not measured: a molecular structure, C36H24MoN7O14, with ωB97M-V with the def2-TZVPD basis set.

Cartesian coordinates (Å):
O -2.6641 -1.5720 3.2350
C -3.0842 3.9199 -0.7861
C 2.7207 -0.6864 -1.1170
N 1.5365 -1.1081 -1.3086
Mo 0.0456 -0.4130 0.3508
O 2.9444 -3.1060 1.3815
C 4.2600 0.8197 0.2021
H -2.7681 4.4303 -1.6852
C -2.5402 0.3588 -0.9971
C -1.5183 2.1095 2.1575
C -2.1361 3.3701 0.0628
C -4.4360 3.8014 -0.4857
H -1.1087 4.2016 2.7218
H 1.9863 -2.3998 -5.1013
H -5.8881 3.0400 0.9000
N 1.7686 -2.8292 1.0931
C 3.0857 -1.9820 -2.8599
C -1.7275 -2.0631 -4.1525
O -0.2591 0.7790 -1.2172
O -6.0622 -0.3131 -0.5437
H -1.0840 3.4563 -0.1850
H 3.1556 -1.4482 -3.8033
H 5.1138 0.4417 -0.3405
C -0.8729 3.1949 3.0570
C -1.3567 -2.2059 -5.4818
O 0.2131 -8.2715 -0.5590
O 3.7158 -1.1247 -1.8552
C 3.0044 0.3250 -0.0864
C 1.6311 -2.1613 -2.3761
H 3.2608 3.0167 2.5902
O 0.5769 3.0197 2.8810
N -0.3344 1.5220 1.4798
C 1.3271 -5.0997 0.5249
C -4.2365 -0.7612 0.8324
H -1.0866 3.0795 4.1147
C -3.8772 0.3372 -1.3017
H 2.2749 -5.3679 0.9663
H 1.5327 -3.1247 -1.8694
C -2.5357 2.6805 1.2037
H 0.2866 -2.4561 -6.8341
C -2.1294 -1.1323 2.2564
C 0.9520 -2.2780 -4.8085
C -0.3148 -3.4064 -0.0638
O -2.9103 -3.0232 -1.0646
H 5.3454 2.1795 1.4586
C -3.8871 2.5628 1.5013
C 3.2318 2.2475 1.8322
C -1.1011 -4.4137 -0.6226
N -2.4091 -4.1162 -1.2535
H -5.1749 4.2376 -1.1443
H -1.9713 1.3312 2.7718
C 4.3746 1.7851 1.1936
O -0.8297 -0.8887 2.1408
C -4.7392 -0.2438 -0.3661
H -1.3295 -6.5034 -1.0684
C 2.0218 1.6971 1.4622
H 3.6568 -2.9045 -2.8971
O -0.6681 -2.1390 -0.1868
H -4.2024 2.0230 2.3870
H -6.3133 0.0360 -1.4089
C -0.7621 -2.0183 -3.1613
H -4.2238 0.7759 -2.2283
C -2.8840 -0.6939 1.0350
C 0.9053 -3.7791 0.5292
O -1.6044 1.5788 -2.8298
N 0.9549 -7.4568 -0.0593
C -4.8369 3.1288 0.6598
H -4.8836 -1.2000 1.5784
O 1.4126 -1.5390 1.3000
C 0.6978 2.0878 1.9692
O -2.9134 -4.9976 -1.9058
C -0.7049 -5.7421 -0.6261
H -2.7732 -1.9993 -3.8806
C 0.5055 -6.0487 -0.0536
C -0.0154 -2.3220 -5.8044
N 1.9096 0.7405 0.5453
H -2.1081 -2.2427 -6.2586
C -1.4456 0.9739 -1.8134
C 0.5905 -2.1022 -3.4766
H -1.0709 -1.9521 -2.1291
N -2.0779 -0.1476 0.1342
O 2.0507 -7.6875 0.4004

HOMO energy (alpha / beta) ... -9.914 / -11.846 eV
Total charge ... +1
⟨S²⟩ ... 2.023
2S+1 ... 3
ΔE to the lowest compared entry with this formula, charge and spin ... 25.58 kcal per mole
Lowest unoccupied orbital energy (alpha / beta) ... -4.3 / -4.7 eV
HOMO-LUMO gap (alpha / beta) ... 5.590 / 7.137 eV


(2)
Computed, not measured: a molecular structure, C36H24N10SV, with ωB97M-V with the def2-TZVPD basis set.

Cartesian coordinates (Å):
C 1.4540 0.5070 3.0051
H -7.0352 0.2633 -0.4945
H -5.9244 -0.4199 1.6893
N -3.7599 0.6321 -1.1984
C 1.4033 -0.1666 4.3044
C 2.1304 5.4275 -0.3229
H 0.3493 -4.7775 -3.3856
N -4.0126 -0.2497 0.9062
C 0.9419 -0.3880 -5.4762
C 0.3881 -5.5238 0.4603
C -5.9935 0.4926 -0.2733
C 1.3850 1.5659 -2.4564
H 2.1163 5.6237 -1.3867
H 0.0323 -7.0898 -2.5317
C 2.3476 6.4354 0.6020
H 0.4032 -5.7196 1.5242
H 2.5090 7.4499 0.2608
C 1.0179 -0.6023 -2.8790
H -5.4520 1.2302 -2.2360
C 0.1972 -6.5360 -0.4603
H 2.1780 4.6647 3.5176
C -5.1614 0.4423 -1.5425
C 0.5481 -3.9667 -1.3992
C 1.4069 2.3561 -4.9398
C -5.4329 -0.5083 0.7214
N 1.5628 1.9029 0.4420
C 1.0698 0.0767 -4.1722
C 1.7098 2.4370 1.6838
H 0.7668 -1.4373 -5.6729
N 1.5948 2.7204 -1.8251
H -3.5482 -0.5271 1.7546
H 1.1445 -2.6587 7.2070
C 1.1716 -1.5185 4.0470
C 1.6815 2.8661 -0.5160
C 2.3650 6.1671 1.9765
C 1.0476 0.5347 -6.5010
H 2.5393 6.9794 2.6703
N 1.2119 0.3398 -1.9077
H 1.3575 2.5856 -7.0647
C 1.9460 3.8758 1.5308
H 1.5519 -0.2796 7.6592
C 2.1656 4.8840 2.4584
C 1.9284 4.1431 0.1613
H -5.9500 1.4964 0.1535
H -5.2998 -0.5173 -2.0504
C 1.2136 -1.9686 6.3758
H 1.5867 3.4010 -4.7245
N 1.6562 1.8105 2.8492
C 0.7893 -2.9566 0.6440
H 0.8971 -3.4863 4.8738
C 1.0817 -1.6638 2.5920
N 0.8647 -2.8034 1.9678
H 1.7259 1.3563 5.7899
C 1.5451 0.3063 5.6023
C 1.4463 -0.6107 6.6342
V 1.1146 -0.0264 0.0703
H -3.1122 0.9964 -1.8767
C 0.5629 -4.2309 -0.0255
H 0.9543 0.2069 -7.5285
H -5.5873 -1.5301 0.3604
C 1.0745 -2.4395 5.0816
N 0.8117 -1.8970 -2.7189
C 0.1821 -6.2708 -1.8397
C 0.7654 -2.5342 -1.5527
C 1.2778 1.8934 -6.2364
N 0.8991 -1.9976 -0.3081
N 1.2584 -0.4258 2.0399
C -3.2060 0.2707 -0.0306
C 0.3577 -4.9891 -2.3247
H 0.0588 -7.5536 -0.1180
C 1.2986 1.4294 -3.9089
S -1.5701 0.5007 0.2691

HOMO energy (alpha / beta) ... -6.253 / -5.928 eV
Total charge ... 0
⟨S²⟩ ... 3.831
2S+1 ... 4
ΔE to the lowest compared entry with this formula, charge and spin ... 12.88 kcal per mole
Lowest unoccupied orbital energy (alpha / beta) ... -0.9 / -1.2 eV
HOMO-LUMO gap (alpha / beta) ... 5.394 / 4.706 eV


(3)
Computed, not measured: a molecular structure, C36H25B4F15O42Y, with ωB97M-V with the def2-TZVPD basis set.

Cartesian coordinates (Å):
C 0.0598 -0.7188 -8.5541
B -3.2011 3.8095 0.4439
H 5.8683 2.3567 -1.5157
H 4.2053 -0.9465 2.9622
C -4.9916 3.8527 1.7229
C 0.5432 -0.6778 -4.0210
F -3.7805 -3.3459 -1.9609
C -2.3236 1.1999 6.2116
C -1.3517 -5.8597 0.9949
O -2.4776 -0.9319 5.1926
C -5.0766 2.1093 -3.3372
F 1.8817 -0.3495 3.2348
H 0.4105 5.3800 1.8187
C -5.3761 4.3914 0.3863
C 0.8923 -2.5071 6.4657
O 0.0622 -3.1954 -1.1075
O 1.0141 -1.9157 7.5572
C 1.6151 1.0038 3.3722
O -0.4249 -5.4395 -1.2419
F 1.6464 4.3123 -2.9046
C 4.7046 -1.6239 -1.3169
O 0.4982 0.7539 1.2189
C 1.9554 -0.3529 -4.5243
C -3.2822 -0.9259 -2.0854
O 0.7441 2.8834 2.0359
O 1.8813 -0.1047 -5.7980
O -5.7296 3.7441 2.7434
H -5.9817 0.3311 -2.6229
O 2.2408 -1.4111 -0.7117
F -5.4540 -1.9467 -1.7792
H 3.4335 4.2851 -1.6792
H 0.6297 5.7958 3.5750
F 4.2386 -2.2274 -2.4223
H 5.1441 3.0359 -3.0047
F 2.0899 -3.5214 -2.6821
C -4.2862 -2.1460 -2.3759
C -1.0181 3.7571 -0.3405
H 1.3417 3.3553 3.8085
C 5.2844 3.1771 -1.9330
O -6.5179 4.7882 0.0940
O 0.4308 -2.1760 1.1439
O 3.6989 -0.2336 0.4842
F 2.7259 1.6382 3.5682
O 0.1827 -2.6533 3.2356
O -2.0302 1.9845 7.0555
C -2.4586 -0.2102 1.9683
O -3.8374 0.2960 -2.3207
C 3.4609 -1.1123 -0.5153
O -0.1020 -4.1818 5.1077
H 4.9972 -2.2014 1.9012
H -0.5127 3.6577 3.4796
O 3.2181 2.2207 -1.2065
B 0.8561 -3.4159 4.3019
F 2.3691 -5.3977 -1.4933
H -2.5738 -5.8207 -0.7948
C -1.6741 2.4044 -0.5748
C -2.2714 -0.3867 6.3979
O -2.1243 -1.1226 -1.6150
O 2.9449 -0.4085 -3.8013
O 0.2446 -0.9208 -2.8307
O 0.0351 -1.2511 -9.6582
O 0.5273 -1.2210 -7.3136
C 0.7555 -2.7655 2.1634
C 2.0897 2.0749 -1.9400
H -5.2723 2.6697 -2.4230
O -1.9459 -0.4092 0.8377
C 1.8925 -3.7213 2.3219
C -1.6436 -5.3423 -0.4881
Y -0.0109 -0.6643 -0.5638
F 5.5226 -0.6533 -1.6013
O 1.2330 1.2445 -1.5941
F 0.7945 1.1137 4.3708
C -5.0387 0.5965 -3.1007
B 0.4754 -0.1678 -6.2739
F 5.4062 -2.4834 -0.5360
C 0.3269 -4.3558 -1.4954
F -4.5734 -2.2086 -3.6769
H -1.8755 -5.1723 1.6591
C -0.1439 -3.6315 6.3124
H -0.2712 -5.9457 1.1098
C 3.9565 3.4402 -1.2311
O -2.0919 -0.9396 7.5159
C 1.8730 2.9542 -3.2374
O 2.6692 -3.9570 1.3971
O -4.2886 4.4564 -0.3208
F 0.8667 2.4802 -3.9776
O -4.0122 0.1981 3.6206
O 1.8703 -4.1772 3.5495
B -2.6477 0.1298 4.2200
H -4.1070 2.5025 -3.6428
C 1.5508 -4.6673 -2.3023
H 5.9290 4.0560 -1.9408
O -0.1491 0.9658 -6.9574
O -1.1737 1.3770 -1.0760
F 1.2364 -5.4020 -3.3932
H -5.8108 2.3138 -4.1165
H 5.9439 -1.1520 2.7819
H 4.1662 3.7255 -0.2002
H 5.9282 -0.2959 0.4811
O -3.6979 3.5950 1.7992
O -2.4287 1.4078 4.8984
O -0.2771 -0.5214 -5.0267
H -4.9896 0.0739 -4.0560
O -1.9111 4.5140 0.3056
O -4.7416 0.1354 1.3655
O 1.5052 -2.3881 5.2594
O -1.7197 -0.1129 3.1028
C 0.9618 1.5351 2.0935
O -0.7334 1.5717 -9.0237
H 5.0723 0.8378 1.5037
C 5.0528 -0.1825 1.1207
O -2.9362 2.5044 -0.1777
H -1.9840 -4.3068 -0.4873
C -3.8864 0.0735 2.2758
H -1.9236 -6.7859 1.0504
O 0.1296 3.9462 -0.5360
H 1.8874 4.9936 2.7459
C 4.9956 -1.1670 2.2447
C -0.2969 0.7538 -8.2410
C 0.5255 3.6470 3.1476
O -0.9054 -3.9330 7.2485
F 2.8521 2.8959 -4.0907
C 0.8004 5.0633 2.7860

HOMO energy (alpha / beta) ... -0.822 / -5.262 eV
Total charge ... -2
⟨S²⟩ ... 0.753
2S+1 ... 2
Lowest unoccupied orbital energy (alpha / beta) ... 2.9 / 2.9 eV
HOMO-LUMO gap (alpha / beta) ... 3.688 / 8.131 eV


The following DFT total energy values (in hartree) correspond, in order, to the records above: -2890.78246, -3276.21892, -6183.82229.